No. 1
The following is a DFT calculation (wB97M-V/def2-TZVPD) of C15H22N2O4 in the gas phase in a non-equilibrium geometry.

Positions of all 43 atoms, in Å:
C: -3.085 -0.940 4.221
C: -1.616 -0.345 4.253
C: -0.525 -0.469 2.984
C: 0.960 -0.475 3.883
C: -0.561 0.702 2.002
N: -0.775 1.917 2.885
C: -1.697 0.405 1.106
O: -2.871 0.666 1.271
N: -1.507 -0.477 0.062
C: -0.362 -0.619 -1.011
C: 0.098 0.518 -1.755
C: 0.908 0.341 -2.976
C: 2.248 0.965 -2.886
C: 2.986 1.314 -4.018
C: 2.422 0.693 -5.276
O: 3.213 0.918 -6.327
C: 1.208 0.073 -5.291
C: 0.317 0.014 -4.201
C: 0.869 -1.311 -0.451
O: 1.091 -1.823 0.626
O: 1.687 -1.529 -1.536
H: -3.553 -0.914 5.316
H: -2.886 -2.013 3.963
H: -3.974 -0.713 3.428
H: -1.459 0.660 4.593
H: -1.178 -0.926 5.168
H: -0.621 -1.343 2.215
H: 1.140 0.255 4.713
H: 0.912 -1.783 4.146
H: 1.790 -0.451 3.095
H: 0.451 0.844 1.408
H: -1.862 1.780 3.390
H: -1.025 2.990 2.472
H: -2.531 -0.883 -0.134
H: -0.884 -1.232 -1.761
H: 0.516 1.017 -0.977
H: -0.910 0.767 -2.353
H: 2.739 1.136 -2.009
H: 3.998 1.925 -3.968
H: 2.868 0.050 -6.920
H: 0.816 0.034 -6.263
H: -0.695 -0.417 -4.511
H: 1.337 -1.321 -2.574

The calculation puts the frontier orbital gap at 9.049 eV. The HOMO energy comes out at -0.326 Eh. As for the largest force on an atom: 6.1 eV/Å. For the energy above the lowest of the compared OMol25 structures with the same formula, charge and spin, the calculation gives 10.513 eV. For the LUMO energy, the calculation gives 0.169 eV. Its SMILES is CC[C@H](C)[C@H](N)C(=O)N[C@@H](Cc1ccc(O)cc1)C(=O)O. As for the multiplicity: 1.



No. 2
The following is a DFT calculation (wB97M-V/def2-TZVPD) of a molecular structure, C35H26F10MnN4P in a non-equilibrium geometry.

Positions of all 77 atoms, in Å:
Mn: -1.837 -0.792 1.436
C: -0.353 -3.329 1.724
N: -0.047 -1.900 1.563
C: 0.704 -1.419 2.747
C: -0.283 -1.014 3.865
N: -1.566 -0.634 3.278
C: -2.611 -0.362 4.094
C: -3.905 -0.470 3.529
F: -3.933 -0.959 2.236
C: -5.077 -0.162 4.184
F: -6.253 -0.290 3.572
C: -5.012 0.273 5.509
F: -6.123 0.592 6.173
C: -3.766 0.361 6.128
F: -3.690 0.768 7.394
C: -2.600 0.046 5.446
F: -1.433 0.179 6.106
C: 0.599 -1.651 0.261
C: -0.460 -1.828 -0.856
N: -1.611 -1.040 -0.451
C: -2.389 -0.423 -1.358
C: -2.468 -0.623 -2.755
F: -1.682 -1.542 -3.363
C: -3.319 0.122 -3.553
F: -3.329 -0.098 -4.868
C: -4.138 1.111 -3.012
F: -4.916 1.853 -3.802
C: -4.085 1.357 -1.639
F: -4.791 2.347 -1.096
C: -3.237 0.600 -0.865
F: -3.070 0.881 0.482
H: 0.541 -3.940 1.549
H: -1.137 -3.632 1.028
H: -0.702 -3.506 2.739
H: 1.292 -0.546 2.463
H: 1.387 -2.198 3.104
H: 0.147 -0.188 4.444
H: -0.441 -1.854 4.553
H: 1.459 -2.317 0.096
H: 0.287 0.316 0.602
H: -0.705 -2.887 -1.010
H: -0.028 -1.448 -1.790
N: 1.079 -0.266 0.272
P: 1.887 0.402 -1.027
C: 2.770 -0.939 -1.836
C: 2.284 -1.543 -2.993
C: 2.945 -2.641 -3.513
C: 4.081 -3.132 -2.887
C: 4.562 -2.532 -1.732
C: 3.908 -1.436 -1.202
C: 3.041 1.607 -0.341
C: 2.850 2.200 0.904
C: 3.732 3.178 1.333
C: 4.789 3.572 0.525
C: 4.971 2.989 -0.721
C: 4.097 2.011 -1.155
C: 0.786 1.308 -2.148
C: 1.113 1.488 -3.490
C: 0.272 2.221 -4.308
C: -0.867 2.814 -3.785
C: -1.160 2.685 -2.436
C: -0.343 1.928 -1.617
H: 1.395 -1.174 -3.482
H: 2.562 -3.121 -4.399
H: 4.593 -3.987 -3.299
H: 5.437 -2.927 -1.240
H: 4.262 -0.964 -0.296
H: 2.027 1.907 1.538
H: 3.596 3.632 2.304
H: 5.476 4.333 0.864
H: 5.795 3.293 -1.348
H: 4.231 1.547 -2.121
H: 2.020 1.063 -3.893
H: 0.512 2.336 -5.353
H: -1.521 3.383 -4.426
H: -2.024 3.180 -2.018
H: -0.580 1.834 -0.562

The calculation puts the frontier orbital gap (spin up / spin down) at 7.120 / 7.208 eV. The HOMO energy (spin up / spin down) comes out at -0.370 / -0.373 Eh. As for the largest force on an atom: 2.1 eV/Å. For the LUMO energy (spin up / spin down), the calculation gives -2.936 / -2.940 eV. The total charge is +1. As for the expectation value of S²: 0.761. As for the multiplicity: 2.



No. 3
The following is a DFT calculation (wB97M-V/def2-TZVPD) of 2 unconnected molecules or ions with the total composition CH7N2O in a non-equilibrium geometry.

Positions of all 11 atoms, in Å:
O: -0.347 1.750 -2.590
H: -0.118 0.839 -2.812
N: -0.382 -1.521 0.934
C: 0.631 -0.431 0.852
N: 0.194 0.883 0.547
H: -1.057 -1.317 1.649
H: -0.728 -1.730 0.015
H: 1.234 -0.546 1.792
H: 1.343 -0.746 0.083
H: -0.166 1.734 -1.625
H: -0.605 1.085 1.155

The calculation puts the frontier orbital gap at 6.383 eV. The HOMO energy comes out at -0.060 Eh. As for the largest force on an atom: 1.6 eV/Å. For the energy above the lowest of the compared OMol25 structures with the same formula, charge and spin, the calculation gives 0.932 eV. For the LUMO energy, the calculation gives 4.750 eV. The total charge is -1. As for the multiplicity: 1.



No. 4
The following is a DFT calculation (wB97M-V/def2-TZVPD) of a molecular structure, C40H57O3PtSe2.

Positions of all 103 atoms, in Å:
Pt: -0.483 -0.427 1.410
C: -5.304 5.616 1.800
C: -3.964 5.253 2.453
C: -4.124 5.296 3.979
C: -2.936 6.308 2.046
C: -3.532 3.852 2.031
C: -2.288 3.563 1.493
C: -1.938 2.256 1.177
Se: -0.209 1.962 0.395
C: 1.104 2.137 1.791
C: 1.356 3.391 2.315
C: 2.353 3.583 3.264
C: 3.095 2.459 3.627
C: 2.886 1.182 3.106
C: 1.865 0.996 2.146
O: 1.652 -0.173 1.576
C: 3.753 -0.010 3.534
C: 4.532 -0.532 2.321
C: 2.887 -1.126 4.113
C: 4.771 0.374 4.612
C: 2.628 4.986 3.808
C: 1.318 5.649 4.259
C: 3.581 4.955 5.002
C: 3.259 5.843 2.704
C: -2.826 1.163 1.322
O: -2.507 -0.054 0.951
C: -4.099 1.454 1.865
C: -4.393 2.769 2.199
C: -5.181 0.402 2.158
C: -6.479 0.803 1.433
C: -5.442 0.374 3.672
C: -4.853 -1.033 1.734
H: -5.579 6.646 2.044
H: -6.109 4.966 2.142
H: -5.241 5.524 0.714
H: -4.490 6.274 4.306
H: -3.168 5.104 4.470
H: -4.829 4.536 4.320
H: -3.294 7.299 2.336
H: -2.768 6.310 0.967
H: -1.975 6.146 2.539
H: -1.563 4.346 1.315
H: 0.752 4.224 1.977
H: 3.867 2.580 4.370
H: 3.849 -0.818 1.522
H: 5.129 -1.404 2.606
H: 5.211 0.237 1.942
H: 2.177 -1.502 3.375
H: 2.328 -0.760 4.968
H: 3.529 -1.948 4.447
H: 5.462 1.151 4.274
H: 5.366 -0.508 4.865
H: 4.281 0.719 5.525
H: 0.786 5.017 4.971
H: 0.649 5.837 3.418
H: 1.526 6.611 4.736
H: 3.186 4.334 5.809
H: 3.718 5.969 5.387
H: 4.565 4.571 4.727
H: 2.596 5.911 1.839
H: 4.200 5.404 2.367
H: 3.458 6.856 3.065
H: -5.361 2.962 2.648
H: -6.890 1.742 1.807
H: -7.238 0.028 1.572
H: -6.299 0.918 0.362
H: -5.721 1.355 4.057
H: -4.545 0.046 4.204
H: -6.255 -0.323 3.894
H: -4.650 -1.110 0.668
H: -5.723 -1.654 1.975
H: -3.984 -1.426 2.258
C: 1.817 -0.482 9.182
C: 1.092 -0.441 7.862
C: 0.750 -1.611 7.199
C: 0.091 -1.598 5.972
C: -0.224 -2.906 5.303
C: -0.263 -0.366 5.399
Se: -1.296 -0.328 3.791
C: 0.086 0.827 6.047
C: -0.230 2.168 5.454
C: 0.757 0.766 7.266
H: 1.614 -1.411 9.716
H: 1.519 0.348 9.824
H: 2.899 -0.415 9.044
H: 1.007 -2.568 7.642
H: 0.293 -3.723 5.808
H: 0.068 -2.884 4.253
H: -1.297 -3.109 5.314
H: -1.194 2.163 4.943
H: 0.514 2.440 4.701
H: -0.236 2.937 6.230
H: 1.018 1.695 7.764
C: 0.946 -1.720 -1.467
C: 0.295 -2.851 -0.713
C: 0.948 -4.209 -0.736
O: -0.687 -2.644 -0.030
H: 1.452 -2.059 -2.372
H: 1.685 -1.266 -0.797
H: 0.203 -0.958 -1.692
H: 1.391 -4.438 -1.705
H: 0.226 -4.971 -0.453
H: 1.752 -4.199 0.006

The calculation puts the frontier orbital gap (spin up / spin down) at 5.687 / 6.239 eV. The HOMO energy (spin up / spin down) comes out at -0.121 / -0.157 Eh. As for the largest force on an atom: 0.5 eV/Å. For the energy above the lowest of the compared OMol25 structures with the same formula, charge and spin, the calculation gives 0.960 eV. For the LUMO energy (spin up / spin down), the calculation gives 2.404 / 1.957 eV. The total charge is -1. As for the expectation value of S²: 2.014. As for the multiplicity: 3.